(1)
# C14H20N2O

A 2-piece molecular cluster, C14H20N2O overall in a non-equilibrium geometry (ωB97M-V with the def2-TZVPD basis set, the OMol25 dataset).

Cartesian coordinates (Å):
C -0.41504 2.17704 -1.50623
C -1.38985 0.99805 -1.45264
C 0.11949 3.77953 0.33993
C 2.63336 2.38006 0.55278
C 1.39695 1.69030 0.04509
O 1.46463 0.52611 -0.33156
N 0.24349 2.41509 -0.18820
H 0.34734 2.05943 -2.25417
H -1.01286 3.04967 -1.73139
H -1.61770 0.70381 -2.47259
H -2.26933 1.26728 -0.87065
H -0.55463 4.32923 -0.32284
H 2.87249 2.09624 1.57649
H -0.87257 0.16933 -0.97620
H -0.46641 3.83317 1.25737
H 1.06276 4.30485 0.47383
H 3.45118 2.03006 -0.05437
H 2.70983 3.46232 0.49425
C -1.40065 -1.54232 2.83916
C -0.64218 -2.12927 0.47320
C -0.38007 -1.63291 1.77301
C 0.60423 -2.35424 -0.18400
C 1.01119 -1.52515 1.78065
C -1.77061 -2.91078 -1.52739
C -0.53799 -3.11583 -2.13821
C -1.80610 -2.50933 -0.21211
C 0.65567 -2.74723 -1.47796
N 1.66057 -2.07543 0.75035
H -2.67107 -3.04840 -2.10824
H -0.42265 -3.48152 -3.15363
H -2.76695 -2.30949 0.23852
H 1.62975 -2.85220 -1.95287
H -1.28991 -0.61462 3.43334
H -1.27861 -2.31053 3.60157
H 1.64619 -1.04028 2.50750
H 2.45134 -1.56929 0.35946
H -2.39531 -1.50274 2.41875

* M: 232.33 g/mol
* max |F|: 0.051 hartree/bohr
* HOMO level (alpha / beta): -12.17 / -12.17 eV
* relative energy (zero: lowest compared OMol25 entry of this formula, charge and spin): 0.0 kJ/mol
* spin multiplicity: 2
* frontier orbital gap (alpha / beta): 0.3285 / 0.2088 Ha
* net charge: +1

=====

(2)
# C11H14N2OP

An isolated ion of composition C11H14N2OP and charge +1 in a non-equilibrium geometry (ωB97M-V with the def2-TZVPD basis set, the OMol25 dataset).

Cartesian coordinates (Å):
C -1.04270 3.68487 -0.90589
C -1.40479 2.83065 0.05927
C -0.23683 3.15786 -1.94459
C -1.12024 1.49062 0.04817
C 0.27356 1.87804 -1.89703
C -0.22446 1.06801 -0.86561
C -0.54900 -1.42473 2.06130
C -1.26078 -1.81320 0.94092
C 0.85837 -1.13640 2.06713
C -1.24954 -2.83309 -1.22644
C 3.01067 -0.58584 1.26925
N -0.86877 -1.74218 -0.37191
N 1.62580 -0.77698 1.16548
O 0.97480 -1.05149 -2.23196
P 0.19032 -0.65797 -1.07079
H -1.14087 4.67334 -0.61207
H -1.72563 3.24961 0.98488
H 0.19295 3.91342 -2.64529
H -1.41228 0.97596 0.94042
H 0.99708 1.46415 -2.47938
H -1.09077 -1.69167 2.91891
H -2.23712 -2.29716 1.14681
H 1.33835 -1.29705 3.00913
H -0.98369 -2.60072 -2.17940
H -0.92552 -3.89028 -0.88102
H -2.27523 -2.91711 -1.23474
H 3.62416 -0.88811 2.19989
H 3.05336 0.52543 1.09849
H 3.60878 -1.30795 0.63604

* M: 221.22 g/mol
* max |F|: 0.078 hartree/bohr
* HOMO level: -13.07 eV
* relative energy (zero: lowest compared OMol25 entry of this formula, charge and spin): 64.8 kJ/mol
* frontier orbital gap: 0.3155 Ha
* net charge: +1

=====

(3)
# C37H50BBr2CsN8

C37H50BBr2CsN8 as an isolated structure in a non-equilibrium geometry (ωB97M-V with the def2-TZVPD basis set, the OMol25 dataset).

Cartesian coordinates (Å):
Cs 0.56877 -0.03169 0.04952
C -2.04512 1.45498 -5.01624
C -0.70084 1.19791 -4.41871
C 0.52155 1.76807 -4.73031
C 1.42571 1.20533 -3.81225
N 0.80210 0.36071 -3.00330
N -0.50387 0.34545 -3.39704
B -1.38755 -0.59128 -2.53021
N -1.22101 -2.08665 -2.87851
N -0.80964 -2.83556 -1.81029
C -0.58131 -4.05330 -2.27042
C -0.79536 -4.10646 -3.66095
C -1.18528 -2.82808 -4.00744
C -1.44621 -2.26634 -5.36536
C -0.08842 -5.12857 -1.32603
C 1.38244 -4.85746 -0.99312
C -0.92035 -5.09181 -0.04088
C -0.21856 -6.50576 -1.97232
N -2.79664 -0.02604 -2.24116
N -2.77779 0.87912 -1.21806
C -4.02806 1.27393 -1.04655
C -4.88456 0.61882 -1.95271
C -4.05432 -0.20826 -2.68374
C -4.39373 -1.17429 -3.76536
C -4.35679 2.29748 0.01742
C -5.86631 2.35884 0.24185
C -3.86229 3.67174 -0.45511
C -3.65782 1.93124 1.32854
C 2.90070 1.48546 -3.61274
C 3.66278 0.16457 -3.48650
C 3.09431 2.30583 -2.32983
C 3.44504 2.28485 -4.79450
H -1.98269 2.32164 -5.67407
H -2.79076 1.66197 -4.24869
H -2.40707 0.61523 -5.61288
H 0.71060 2.49381 -5.50337
H -0.91530 -0.54955 -1.47813
H -0.65834 -4.93709 -4.33313
H -0.94243 -2.88179 -6.11080
H -1.04768 -1.25626 -5.45530
H -2.50561 -2.24385 -5.62160
H 1.49091 -3.87452 -0.53322
H 1.99201 -4.87464 -1.89866
H 1.76803 -5.60799 -0.29738
H -0.90003 -4.09129 0.39165
H -0.52644 -5.80640 0.68911
H -1.96308 -5.34187 -0.24605
H 0.39000 -6.58384 -2.87512
H -1.25492 -6.71350 -2.24564
H 0.11126 -7.28197 -1.27768
H -5.95507 0.69338 -2.04386
H -5.46509 -1.14306 -3.96096
H -4.12222 -2.19901 -3.50610
H -3.88225 -0.92077 -4.69305
H -6.38689 2.64154 -0.67479
H -6.10677 3.10532 1.00290
H -6.26234 1.39687 0.57244
H -4.36511 3.96992 -1.37728
H -2.78971 3.64231 -0.65546
H -4.05929 4.43511 0.30380
H -3.97493 0.94660 1.67956
H -3.89158 2.66850 2.10105
H -2.57533 1.90730 1.19450
H 3.26009 -0.43605 -2.67032
H 4.72292 0.34934 -3.29442
H 3.57418 -0.42911 -4.39805
H 2.77165 1.74882 -1.44548
H 2.51524 3.23081 -2.36857
H 4.14703 2.56324 -2.18927
H 3.29633 1.75215 -5.73539
H 4.51525 2.46314 -4.66868
H 2.95210 3.25551 -4.87749
Br -1.28383 -1.55885 2.57342
C -0.42933 -3.18242 3.13277
Br 1.39890 -3.35188 2.54613
H -0.98405 -4.00514 2.70025
H -0.43650 -3.19841 4.21450
C -1.19756 4.62054 1.82839
C -0.28556 3.70866 1.27574
N 0.26671 2.72141 1.94745
C -0.07148 2.57246 3.24534
C -1.00707 3.39970 3.87816
C -1.56518 4.45285 3.13392
C -1.37648 3.16359 5.24911
C -0.81356 2.16243 5.94769
C 0.18197 1.31462 5.34546
C 0.80905 0.28509 6.06776
C 1.76440 -0.47701 5.45427
C 2.07664 -0.19918 4.11385
N 1.50379 0.74748 3.40582
C 0.56417 1.50478 4.01116
H -1.60790 5.41296 1.21883
H -0.01019 3.79269 0.22848
H -2.28486 5.11498 3.60082
H -2.12029 3.80918 5.69947
H -1.09134 1.98060 6.97861
H 0.53532 0.11636 7.10264
H 2.27932 -1.27266 5.97519
H 2.83038 -0.79326 3.60974

* M: 910.39 g/mol
* max |F|: 0.027 hartree/bohr
* HOMO level: -7.85 eV
* relative energy (zero: lowest compared OMol25 entry of this formula, charge and spin): 102.7 kJ/mol
* frontier orbital gap: 0.2843 Ha
* net charge: 0

=====

(4)
# C19H21N7O2

C19H21N7O2 as an isolated structure in a non-equilibrium geometry (ωB97M-V with the def2-TZVPD basis set, the OMol25 dataset).

Cartesian coordinates (Å):
C 1.17136 5.50446 -2.92142
H 0.03586 5.11069 -2.95729
O 1.90061 4.83667 -3.99139
C 1.89091 3.61250 -4.27287
C 1.10057 2.69032 -3.55755
C 1.40738 1.45960 -3.78893
C 2.18425 1.15597 -4.84572
C 2.77460 1.78315 -5.76579
C 2.69001 3.16123 -5.50150
H 3.11465 3.95631 -5.99745
H 3.57480 1.46724 -6.56131
H 2.34520 -0.19710 -5.23421
N 0.63902 0.38101 -3.02527
C -0.00530 0.48996 -1.94434
O -0.67221 1.51204 -1.77747
N -0.41815 -0.52301 -1.35850
C 0.29566 -1.65891 -1.04524
H 1.20833 -1.75083 -1.83493
H -0.15365 -2.84115 -1.06938
C 1.16895 -1.53847 0.32282
N -0.01157 -1.55186 1.18507
C 0.59391 -1.70953 2.54281
N 1.75374 -2.14754 2.95106
N 1.71108 -2.26798 4.27296
N 0.43725 -2.51903 4.52949
N -0.42144 -1.97247 3.70533
C -1.95432 -1.74586 3.80720
C -2.53685 -2.50053 2.84571
C -3.96385 -2.18083 3.02555
C -4.54484 -1.69920 4.24738
C -3.61814 -1.35403 5.13249
C -2.37971 -1.35146 4.87013
H -1.60281 -0.94651 5.75881
H -4.19579 -0.75769 6.02343
H -5.64323 -1.65724 4.29667
H -4.50220 -2.82937 2.33145
H -2.30760 -2.95799 1.86697
C -0.72883 -0.21595 1.18954
H -1.59211 -0.34097 1.79066
H -0.10399 0.60225 1.01684
C -1.51309 -0.43514 -0.19270
H -1.89603 0.50736 -0.54913
H -2.09338 -1.36214 -0.44289
H 1.61010 -2.34008 0.48959
H 1.74671 -0.73253 0.15832
H 0.92257 -0.62379 -3.16634
H 0.63689 3.05323 -2.54533
H 1.41304 5.16901 -1.93349
H 1.25194 6.42233 -3.10348

* M: 379.42 g/mol
* max |F|: 0.309 hartree/bohr
* HOMO level: -7.76 eV
* relative energy (zero: lowest compared OMol25 entry of this formula, charge and spin): 1861.4 kJ/mol
* frontier orbital gap: 0.2938 Ha
* net charge: 0

=====

(5)
# C5H4OTl

C5H4OTl as an isolated structure in a non-equilibrium geometry (ωB97M-V with the def2-TZVPD basis set, the OMol25 dataset).

Cartesian coordinates (Å):
C 0.68651 -0.56661 0.50110
C 1.87032 -0.23593 -0.32229
C 2.82590 0.11692 -1.03328
H 0.90127 -1.38347 1.20539
H 0.45270 0.36551 1.35138
C -0.44752 -1.03344 -0.39852
Tl -2.45848 -1.77338 -1.72565
O -1.21560 -0.01550 -0.60805
C -0.65710 1.24082 0.34000
H -0.48927 2.04270 -0.39070
H -1.46872 1.24237 1.08063

* M: 284.47 g/mol
* max |F|: 0.083 hartree/bohr
* HOMO level (alpha / beta): -1.63 / -1.63 eV
* relative energy (zero: lowest compared OMol25 entry of this formula, charge and spin): 106.3 kJ/mol
* frontier orbital gap (alpha / beta): 0.1273 / 0.1273 Ha
* net charge: -1

=====

(6)
# C5H8N2O2S

An isolated molecule of C5H8N2O2S in a non-equilibrium geometry (ωB97M-V with the def2-TZVPD basis set, the OMol25 dataset).

Cartesian coordinates (Å):
C -2.28982 0.90053 -0.07348
C -1.47679 0.44452 -1.12644
C -2.32651 2.47641 -0.01150
C 0.58656 -2.03402 0.66650
C 0.77261 -0.52471 0.41039
N -3.14426 0.42316 0.71253
N -2.97060 -1.55528 -0.50660
O -3.42316 -2.64470 -0.52474
O -3.45824 -0.89025 0.57140
S 0.01637 -0.10051 -1.27746
H -2.79888 2.78806 0.94969
H -1.28373 2.90280 -0.03992
H -2.78732 3.01469 -0.88043
H 0.83733 -2.52004 -0.27160
H 1.34293 -2.21716 1.58677
H -0.43482 -2.19036 0.89858
H 1.69006 -0.10570 0.32633
H 0.25825 0.11800 1.11276

* M: 160.20 g/mol
* max |F|: 0.076 hartree/bohr
* HOMO level: -8.44 eV
* relative energy (zero: lowest compared OMol25 entry of this formula, charge and spin): 823.5 kJ/mol
* frontier orbital gap: 0.3009 Ha
* net charge: 0

=====

Question: What is the net charge in the fourth record?
Answer: 0

=====

Question: relative energy (zero: lowest compared OMol25 entry of this formula, charge and spin) of number 6 (C5H8N2O2S)?
Answer: 823.5 kJ/mol

=====

Question: Look up the relative energy (zero: lowest compared OMol25 entry of this formula, charge and spin) of the third one.
Answer: 102.7 kJ/mol